Entry 1:
A molecular structure, C34H35AsCl3I2NOPTl, computed with ωB97M-V/def2-TZVPD.

```
79
Properties=species:S:1:pos:R:3:lowdin_charge:R:1
Tl 0.013 1.561 -0.168 0.5269
I 0.188 1.263 3.353 0.7566
C 2.035 2.307 3.256 -1.1295
I 3.305 1.629 1.704 0.7503
H 2.538 2.147 4.200 -0.0290
H 1.816 3.353 3.093 -0.0268
Cl -1.025 -1.222 0.671 0.6403
C -1.134 -2.762 -0.128 -0.6137
C -2.392 -3.320 -0.239 -0.0774
C -2.529 -4.601 -0.757 -0.0276
C -1.408 -5.316 -1.146 -0.0341
C -0.151 -4.739 -1.042 -0.0444
C 0.008 -3.439 -0.549 -0.2923
P 1.683 -2.815 -0.344 1.0354
C 2.762 -3.740 -1.405 -0.3117
C 2.455 -3.788 -2.772 -0.0788
C 3.290 -4.471 -3.635 -0.0368
C 4.421 -5.118 -3.141 -0.0301
C 4.716 -5.086 -1.787 -0.0393
C 3.890 -4.395 -0.913 -0.0614
C 2.130 -2.863 1.363 -0.2768
C 3.413 -2.475 1.766 -0.1002
C 3.760 -2.537 3.103 -0.0485
C 2.836 -2.985 4.040 -0.0338
C 1.563 -3.369 3.645 -0.0428
C 1.204 -3.314 2.308 -0.0635
H -3.255 -2.761 0.097 0.1141
H -3.514 -5.042 -0.837 0.1249
H -1.505 -6.323 -1.529 0.1227
H 0.715 -5.306 -1.352 0.1143
H 1.558 -3.314 -3.155 0.1214
H 3.061 -4.507 -4.692 0.1202
H 5.066 -5.664 -3.817 0.1221
H 5.588 -5.600 -1.407 0.1215
H 4.117 -4.380 0.144 0.1080
H 4.133 -2.115 1.041 0.0600
H 4.750 -2.234 3.413 0.1207
H 3.114 -3.041 5.085 0.1214
H 0.848 -3.721 4.376 0.1202
H 0.214 -3.629 2.011 0.1034
Cl 4.712 -0.971 -1.257 0.8075
C 3.439 -0.629 -2.366 -0.5552
C 3.788 -0.178 -3.657 -0.0937
C 2.818 0.085 -4.575 -0.5840
Cl 3.272 0.596 -6.154 0.7806
C 1.441 -0.058 -4.246 -0.1526
C 0.380 0.205 -5.142 0.0034
C -0.906 0.025 -4.727 -0.0158
C -1.138 -0.392 -3.401 -0.1095
N -0.186 -0.639 -2.533 0.0929
C 1.100 -0.494 -2.948 -0.1975
C 2.133 -0.811 -2.025 -0.3103
O 1.749 -1.273 -0.778 -0.2401
H 4.832 -0.060 -3.911 0.1197
H 0.601 0.543 -6.146 0.1051
H -1.737 0.205 -5.394 0.1196
H -2.153 -0.518 -3.038 0.1157
C -2.085 4.126 1.425 -0.1871
C -3.024 3.916 0.240 -0.4454
As -3.172 2.027 -0.284 1.1039
C -4.110 1.307 1.280 -0.4449
C -5.383 2.037 1.692 -0.1448
C -4.621 2.085 -1.618 -0.4273
C -5.387 3.399 -1.739 -0.1591
H -2.111 5.165 1.755 0.0849
H -1.043 3.904 1.173 0.0063
H -2.359 3.506 2.280 0.0509
H -2.679 4.472 -0.633 0.0715
H -4.018 4.290 0.479 0.0589
H -3.387 1.294 2.100 0.0462
H -4.322 0.262 1.045 0.0561
H -5.186 3.068 1.983 0.0682
H -5.841 1.540 2.549 0.0801
H -6.121 2.045 0.890 0.0644
H -5.293 1.265 -1.357 0.0661
H -4.176 1.827 -2.580 0.0468
H -5.880 3.679 -0.810 0.0617
H -6.159 3.298 -2.503 0.0810
H -4.739 4.222 -2.039 0.0699
```

Values from the calculation:
Total charge: +2
Highest occupied orbital energy in eV: -13.128
2S+1: 1



Entry 2:
12 unconnected molecules or ions with the total composition H26NO11, computed with ωB97M-V/def2-TZVPD.

```
38
Properties=species:S:1:pos:R:3:nbo_charge:R:1
N 33.879 17.316 36.967 -0.9268
H 33.456 18.109 37.532 0.4633
H 32.987 16.900 36.659 0.4505
H 34.649 16.575 37.379 0.5071
H 34.323 17.722 36.115 0.4712
O 31.733 15.291 38.319 -0.9719
H 31.855 16.077 38.792 0.4945
H 31.040 14.943 38.716 0.4692
O 30.980 18.907 37.682 -0.9561
H 30.252 18.874 37.024 0.4875
H 31.348 19.678 37.291 0.4802
O 31.901 17.460 39.760 -0.9759
H 31.251 18.147 39.398 0.5182
H 32.530 17.955 40.178 0.4822
O 30.702 14.628 35.785 -0.9187
H 30.745 15.124 36.542 0.4690
H 30.536 13.806 36.304 0.4816
O 34.575 14.605 39.207 -1.0083
H 33.497 14.770 39.275 0.5134
H 34.896 14.102 38.364 0.4858
O 33.519 21.548 37.735 -0.9410
H 32.918 21.354 36.916 0.4479
H 34.240 20.959 37.427 0.4771
O 36.641 17.236 34.264 -1.0477
H 36.776 17.442 33.295 0.5185
H 36.391 16.327 34.725 0.5291
O 35.547 19.692 37.261 -0.9727
H 36.337 19.725 36.736 0.5122
H 35.667 19.768 38.141 0.4832
O 32.627 18.788 34.640 -0.9855
H 32.975 18.152 34.025 0.5000
H 31.619 18.844 34.583 0.4890
O 33.131 15.020 34.561 -1.0346
H 32.317 15.065 35.248 0.5037
H 33.448 14.104 34.332 0.4936
O 36.766 15.496 36.899 -0.9621
H 37.134 16.110 37.644 0.4851
H 37.026 14.656 37.344 0.4885
```

Values from the calculation:
Total charge: +1
Highest occupied orbital energy in eV: -13.872
2S+1: 1
Relative energy (zero: lowest compared OMol25 entry of this formula, charge and spin) in eV: 3.852



Entry 3:
2 unconnected molecules or ions with the total composition C15H24N2O4, computed with ωB97M-V/def2-TZVPD.

```
45
Properties=species:S:1:pos:R:3:nbo_charge:R:1
N 7.416 1.266 -0.713 -0.8159
C 6.205 0.712 -0.094 -0.1423
C 4.912 0.995 -0.980 -0.4213
C 3.557 0.817 -0.309 -0.0278
C 3.168 1.832 0.519 -0.2225
C 2.001 1.658 1.216 -0.1751
C 1.252 0.500 1.164 -0.2203
C 1.540 -0.440 0.174 -0.1892
C 2.722 -0.262 -0.539 -0.2384
C 6.474 -0.748 0.339 0.7571
O 7.590 -1.204 0.253 -0.5641
O 5.554 -1.244 1.207 -0.6711
H 8.232 1.006 -0.197 0.3811
H 7.502 1.069 -1.625 0.3551
H 6.056 1.165 0.838 0.2069
H 4.889 0.433 -1.863 0.2094
H 5.027 2.015 -1.240 0.2288
H 3.822 2.607 0.712 0.2134
H 1.559 2.554 1.865 0.2161
H 0.461 0.370 1.800 0.2126
H 0.849 -1.238 -0.041 0.2196
H 2.994 -0.921 -1.269 0.2060
H 4.735 -0.995 0.976 0.4809
C -3.602 -1.720 1.411 -0.6190
C -3.276 -0.834 0.187 -0.2057
C -2.171 -1.387 -0.699 -0.5918
C -4.515 -0.831 -0.733 -0.3902
C -5.772 -0.172 -0.196 -0.1671
N -6.646 0.085 -1.326 -0.8606
C -5.674 1.154 0.612 0.7760
O -5.429 1.178 1.796 -0.5742
O -5.921 2.283 -0.125 -0.6775
H -3.797 -2.730 1.152 0.1981
H -4.528 -1.270 1.895 0.2270
H -2.767 -1.724 2.185 0.2125
H -3.020 0.164 0.497 0.2067
H -1.463 -1.868 -0.121 0.1997
H -1.755 -0.614 -1.258 0.2082
H -2.555 -2.036 -1.347 0.1938
H -4.742 -1.835 -0.904 0.2041
H -4.237 -0.348 -1.692 0.2056
H -6.261 -0.856 0.510 0.2028
H -7.664 0.025 -0.972 0.3734
H -6.551 -0.567 -2.081 0.3770
H -6.171 1.954 -0.983 0.5020
```

Values from the calculation:
Total charge: 0
Structure (SMILES): N[C@@H](Cc1ccccc1)C(=O)O.CC(C)C[C@H](N)C(=O)O
Highest occupied orbital energy in eV: -9.468
2S+1: 1
Relative energy (zero: lowest compared OMol25 entry of this formula, charge and spin) in eV: 2.457



Entry 4:
2 unconnected molecules or ions with the total composition C5H13NO, computed with ωB97M-V/def2-TZVPD.

```
20
Properties=species:S:1:pos:R:3:nbo_charge:R:1
C 0.629 1.527 0.686 -0.6164
C -0.616 0.960 0.016 -0.0530
C -1.612 0.386 1.045 -0.4195
C -1.190 -1.092 1.188 -0.4314
C -0.334 -1.407 -0.063 -0.2318
N -0.261 -0.168 -0.863 -0.6453
H 0.347 2.309 1.382 0.2090
H 1.350 1.873 -0.054 0.2213
H 1.124 0.737 1.253 0.2006
H -1.095 1.731 -0.583 0.1965
H -1.541 0.895 2.003 0.2107
H -2.626 0.497 0.684 0.2042
H -0.606 -1.220 2.093 0.2060
H -2.055 -1.744 1.283 0.2132
H -0.780 -2.188 -0.670 0.2013
H 0.665 -1.707 0.245 0.1802
H -0.950 -0.234 -1.598 0.3619
O 2.698 -0.152 -1.691 -0.9542
H 2.605 -0.919 -1.119 0.4594
H 1.803 0.230 -1.670 0.4874
```

Values from the calculation:
Total charge: 0
Structure (SMILES): C[C@@H]1CCCN1.O
Highest occupied orbital energy in eV: -9.410
2S+1: 1
Relative energy (zero: lowest compared OMol25 entry of this formula, charge and spin) in eV: 0.517



Entry 5:
A molecular structure, C14H23BCrN6O, computed with ωB97M-V/def2-TZVPD.

```
46
Properties=species:S:1:pos:R:3:nbo_charge:R:1
H 0.172 -3.919 -1.138 0.2192
N 0.701 -1.868 -1.277 -0.4049
B 2.003 0.346 -1.773 0.5820
N 1.872 -1.193 -1.571 -0.2921
C 2.787 -2.107 -1.981 0.0386
Cr -1.097 -1.305 -0.992 1.3152
H 3.741 -1.812 -2.387 0.2375
C 2.237 -3.381 -1.842 -0.3379
H 2.697 -4.316 -2.092 0.2363
C 0.941 -3.204 -1.376 -0.0320
H 2.624 0.411 -2.831 -0.0636
C -1.338 3.255 2.816 -0.8449
H -2.367 3.525 3.073 0.2056
H -1.312 2.229 2.433 0.2179
H -0.964 3.941 2.052 0.2128
N 2.919 1.236 -0.810 -0.3713
N 0.612 0.927 -2.168 -0.3014
N 2.852 1.322 0.592 -0.2799
N -0.606 0.367 -1.833 -0.3725
C 3.938 2.037 -1.251 -0.0291
C 0.395 1.903 -3.086 0.0295
H 4.182 2.091 -2.303 0.2120
H 1.219 2.425 -3.556 0.2341
C 4.514 2.674 -0.152 -0.3700
C -0.978 2.039 -3.274 -0.3430
C 3.800 2.193 0.971 -0.0546
C -1.582 1.091 -2.449 -0.0169
H 5.332 3.374 -0.145 0.2216
H -1.485 2.711 -3.948 0.2362
H 3.994 2.463 2.000 0.2057
H -2.616 0.852 -2.273 0.2296
H -0.739 3.330 3.672 0.2082
C -3.974 -1.183 1.850 -0.6148
C -2.498 -1.514 1.608 0.2339
C -1.653 -1.020 2.783 -0.6185
C -2.291 -3.017 1.391 -0.6461
O -2.152 -0.780 0.443 -0.9443
H -4.409 -1.755 2.677 0.1951
H -4.557 -1.387 0.943 0.2054
H -4.091 -0.115 2.065 0.2149
H -1.972 -1.479 3.724 0.2018
H -0.602 -1.294 2.627 0.2064
H -1.730 0.070 2.898 0.2199
H -2.745 -3.338 0.441 0.1957
H -1.216 -3.232 1.344 0.1973
H -2.718 -3.625 2.198 0.2253
```

Values from the calculation:
Total charge: 0
⟨S²⟩: 6.016
Highest occupied orbital energy (spin up / spin down) in eV: -7.630 / -8.511
2S+1: 5
Relative energy (zero: lowest compared OMol25 entry of this formula, charge and spin) in eV: 0.000



Entry 6:
18 unconnected molecules or ions with the total composition H37O18, computed with ωB97M-V/def2-TZVPD.

```
55
Properties=species:S:1:pos:R:3:nbo_charge:R:1
O 1.667 -1.101 1.537 -0.8823
H 0.324 5.452 -0.776 0.5049
H 1.556 -2.140 1.674 0.5687
O 0.423 1.837 3.259 -1.0026
H -5.027 -0.212 -0.448 0.4605
O 2.862 -2.198 -5.640 -0.9261
H 3.215 -2.687 -4.771 0.4620
H 1.058 -1.689 4.200 0.4689
O -2.680 -0.546 4.345 -0.9117
H 0.656 2.088 2.278 0.5118
H -1.771 -0.147 4.390 0.4349
O -0.380 5.046 -2.440 -0.9526
H -1.026 4.298 -2.790 0.4789
H 0.989 -3.812 2.577 0.4875
O -5.476 -0.563 -1.181 -0.9456
H -5.228 -0.218 -2.025 0.4839
H -0.590 -0.064 2.573 0.4767
O -0.980 1.224 -1.855 -0.9558
H 4.476 0.239 0.438 0.4641
H -5.571 2.098 -0.360 0.4467
O 1.429 1.907 -0.032 -0.9452
H 2.263 2.438 0.089 0.5196
H 0.904 2.449 -0.558 0.5117
O -0.384 -3.478 -4.329 -0.9386
H 0.059 -4.305 -4.596 0.4729
H 0.114 -0.743 5.104 0.5132
O -0.992 -0.874 2.174 -0.9920
H -1.498 1.376 -2.586 0.4763
H -2.361 -1.212 3.788 0.4752
O -3.200 -1.389 0.445 -0.9558
H -3.352 -2.288 0.470 0.4921
H -3.872 -0.847 0.779 0.4768
O 1.523 -0.359 -0.679 -0.9384
H 1.276 0.662 -0.715 0.5098
H 1.632 -0.637 0.635 0.5087
O 1.131 5.298 -0.346 -0.9873
H -1.205 -3.464 -4.716 0.4660
H 1.183 5.303 0.568 0.4729
O 1.051 -3.796 1.627 -0.9621
H -1.599 -0.706 1.460 0.5049
H 0.426 -4.445 1.237 0.5194
O 3.406 -2.300 -0.537 -0.9491
H 2.537 -0.363 -0.657 0.5040
H 2.880 -3.026 -0.831 0.4776
O 0.386 -1.145 4.233 -0.9690
H 4.089 -2.336 -1.190 0.4781
H 0.506 4.603 -2.883 0.4852
O -4.819 2.134 -0.610 -0.9121
H 2.919 -1.296 -5.458 0.4643
H -4.459 2.923 -0.695 0.4662
O 4.722 0.555 -0.441 -0.9477
H -0.511 1.987 3.600 0.5022
H 5.720 0.320 -0.342 0.4870
H -1.459 0.736 -1.230 0.4815
H 1.059 -0.585 2.239 0.5589
```

Values from the calculation:
Total charge: +1
Highest occupied orbital energy in eV: -13.193
2S+1: 1
Relative energy (zero: lowest compared OMol25 entry of this formula, charge and spin) in eV: 9.034



Entry 7:
A molecular structure, C4H6CsO3, computed with ωB97M-V/def2-TZVPD.

```
14
Properties=species:S:1:pos:R:3:nbo_charge:R:1
Cs -5.886 2.424 -3.380 0.9996
C 1.884 -0.067 1.044 -0.6467
C 0.791 0.075 0.022 0.0682
C -0.006 -1.154 -0.376 -0.1006
O -1.300 -0.811 -0.144 -0.4582
C -1.396 0.421 0.215 0.9767
O -2.444 1.079 0.158 -0.6330
O -0.200 0.969 0.477 -0.4675
H 1.519 -0.369 2.025 0.2248
H 2.365 0.886 1.261 0.2374
H 2.749 -0.610 0.663 0.2317
H 1.270 0.438 -0.887 0.1750
H 0.362 -1.903 0.324 0.1957
H 0.290 -1.377 -1.402 0.1970
```

Values from the calculation:
Total charge: +1
Highest occupied orbital energy in eV: -13.002
2S+1: 1
Relative energy (zero: lowest compared OMol25 entry of this formula, charge and spin) in eV: 1.258



Entry 8:
A molecular structure, C3H2FKO2, computed with ωB97M-V/def2-TZVPD.

```
9
Properties=species:S:1:pos:R:3:nbo_charge:R:1
C 1.237 -0.119 0.056 0.0720
O -0.571 1.237 0.242 -0.5504
C -1.025 -0.105 0.435 0.3717
C 0.799 1.162 0.145 -0.0008
O -1.823 -0.442 -0.455 -0.8221
K -3.857 -2.557 -0.820 0.0395
H 1.177 -0.762 -0.823 0.1880
H 1.355 1.959 0.642 0.1777
F 2.709 -0.373 0.578 -0.4755
```

Values from the calculation:
Total charge: -1
⟨S²⟩: 0.750
Highest occupied orbital energy (spin up / spin down) in eV: -0.879 / -3.845
2S+1: 2
Relative energy (zero: lowest compared OMol25 entry of this formula, charge and spin) in eV: 0.000



Values for maximum force, eV Å⁻¹, ordered as above
0.40; 6.72; 5.54; 0.60; 2.97; 15.85; 5.45; 3.73